No. 1
DFT (ωB97M-V/def2-TZVPD) results for 9 unconnected molecules or ions with the total composition C40H70F15NO19 at a distorted geometry.

Summary:
- total charge = 0
- structure (SMILES) = CCOC(=O)C(F)(F)F.CCOC(=O)C(F)(F)F.CCOC(=O)C(F)(F)F.CCOC(=O)C(F)(F)F.CCOC(=O)C(F)(F)F.COCCOCCOC.COCCOCCOC.COCCOCCOC.CC#N

```
145
C40H70F15NO19 (ωB97M-V/def2-TZVPD)
C 6.49 3.37 -0.81
C 5.36 2.47 -1.24
O 5.21 1.38 -0.37
C 5.69 0.22 -0.64
O 6.47 -0.01 -1.57
C 5.31 -0.90 0.35
F 6.39 -1.32 1.00
F 4.38 -0.54 1.19
F 4.99 -2.05 -0.19
H 6.23 3.56 0.24
H 6.69 4.34 -1.26
H 7.43 2.83 -0.86
H 5.59 2.25 -2.29
H 4.37 2.90 -1.16
C -0.34 5.35 -0.22
C -0.58 6.64 -0.96
O 0.57 7.18 -1.40
C 0.61 8.22 -2.22
O -0.38 8.75 -2.76
C 2.03 8.89 -2.23
F 2.51 8.72 -3.49
F 1.87 10.13 -1.96
F 2.91 8.44 -1.33
H 0.15 4.68 -0.92
H -1.24 5.00 0.30
H 0.41 5.60 0.53
H -1.04 7.28 -0.21
H -1.24 6.46 -1.80
C -1.58 -1.81 -1.03
C -0.58 -1.48 0.08
O -0.03 -0.16 -0.06
C 1.22 0.06 -0.60
O 1.99 -0.87 -0.99
C 1.63 1.58 -0.70
F 2.48 1.73 0.27
F 2.14 1.88 -1.93
F 0.65 2.46 -0.39
H -1.94 -2.83 -0.86
H -1.02 -1.86 -1.96
H -2.47 -1.18 -1.03
H 0.22 -2.19 0.30
H -1.10 -1.42 1.04
C 1.18 -6.02 2.52
C -0.14 -6.66 2.57
O -0.71 -6.85 1.25
C -2.03 -7.13 1.00
O -2.89 -7.21 1.93
C -2.27 -6.89 -0.43
F -1.33 -7.61 -1.14
F -3.48 -7.29 -0.78
F -2.02 -5.59 -0.68
H 0.99 -5.16 1.88
H 1.89 -6.72 2.08
H 1.66 -5.68 3.44
H -0.83 -6.15 3.24
H 0.04 -7.68 2.92
C 2.65 3.59 2.70
C 4.21 3.51 2.63
O 4.79 4.81 2.56
C 4.81 5.47 1.41
O 4.24 5.13 0.38
C 5.51 6.87 1.60
F 6.78 6.92 1.23
F 4.82 7.77 0.89
F 5.44 7.24 2.89
H 2.30 4.18 3.54
H 2.13 2.64 2.88
H 2.14 4.10 1.89
H 4.47 2.88 1.78
H 4.55 2.94 3.49
C 4.34 1.07 -6.77
O 3.43 0.15 -6.24
C 2.28 0.67 -5.71
C 1.48 -0.50 -5.05
O 0.13 -0.50 -5.58
C -0.91 0.08 -4.70
C -1.01 1.64 -4.81
O 0.20 2.30 -4.53
C 0.34 3.65 -4.86
H 3.88 1.55 -7.63
H 5.21 0.55 -7.19
H 4.73 1.82 -6.08
H 1.68 1.04 -6.54
H 2.52 1.38 -4.93
H 1.46 -0.27 -3.98
H 2.03 -1.42 -5.22
H -0.70 -0.30 -3.71
H -1.85 -0.24 -5.15
H -1.78 2.01 -4.12
H -1.36 1.75 -5.83
H 1.39 3.95 -4.91
H -0.08 4.22 -4.04
H -0.19 3.99 -5.74
C -4.42 -3.11 -2.84
O -5.00 -1.94 -2.32
C -6.07 -2.20 -1.40
C -5.48 -2.74 -0.10
O -6.45 -2.80 0.98
C -5.90 -3.33 2.20
C -5.44 -4.88 2.13
O -6.49 -5.73 2.67
C -6.11 -7.05 2.98
H -3.88 -2.99 -3.78
H -5.26 -3.78 -3.00
H -3.78 -3.63 -2.12
H -6.88 -2.85 -1.73
H -6.55 -1.25 -1.16
H -4.62 -2.22 0.31
H -5.22 -3.76 -0.40
H -6.65 -3.18 2.98
H -4.96 -2.86 2.48
H -4.50 -5.02 2.65
H -5.26 -5.17 1.10
H -6.94 -7.66 3.32
H -5.28 -7.07 3.69
H -5.81 -7.55 2.06
C -1.48 -3.68 5.64
O -1.99 -2.34 5.81
C -2.13 -1.77 4.53
C -2.60 -0.27 4.67
O -3.15 0.19 3.40
C -2.31 1.16 2.75
C -2.92 1.77 1.43
O -4.26 2.26 1.47
C -4.66 3.02 2.63
H -1.28 -4.00 6.66
H -0.54 -3.55 5.10
H -2.08 -4.36 5.03
H -2.84 -2.32 3.91
H -1.26 -1.79 3.87
H -1.89 0.33 5.24
H -3.36 -0.33 5.45
H -1.40 0.66 2.41
H -2.08 1.94 3.47
H -2.77 1.14 0.55
H -2.31 2.63 1.15
H -3.89 3.77 2.80
H -4.64 2.53 3.60
H -5.52 3.66 2.44
C 4.34 -4.61 2.24
C 3.28 -3.69 2.02
N 2.36 -2.95 1.91
H 4.12 -5.17 3.15
H 5.24 -4.03 2.45
H 4.43 -5.19 1.33
```

Atom charges from the Löwdin analysis, given in e for atoms 1 to 4:
1. C -0.04
2. C -0.21
3. O 0.03
4. C -0.36


No. 2
DFT (ωB97M-V/def2-TZVPD) results for a single CFNS molecule at a distorted geometry.

Summary:
- total charge = 0
- structure (SMILES) = N#CSF

```
4
CFNS (ωB97M-V/def2-TZVPD)
N 0.28 -0.48 -1.79
C 0.29 -0.14 -0.69
S 0.56 0.19 0.92
F -1.13 0.42 1.55
```

natural (NBO) analysis output, partial charges in e:
1. N -0.21
2. C -0.05
3. S 0.71
4. F -0.45


No. 3
DFT (ωB97M-V/def2-TZVPD) results for 2 unconnected molecules or ions with the total composition C2H3NOS at a distorted geometry.

Summary:
- total charge = 0
- structure (SMILES) = N=C=O.C=S

```
8
C2H3NOS (ωB97M-V/def2-TZVPD)
N -0.27 -1.54 0.74
C -0.01 -0.48 1.30
O 0.22 0.66 1.53
H -0.54 -2.39 1.18
C 0.19 0.91 -1.07
S -1.26 0.95 -1.67
H 0.71 1.90 -0.78
H 0.95 -0.01 -1.24
```

Atom charges from the natural (NBO) analysis, given in e for atoms 1 to 4:
1. N -0.76
2. C 0.87
3. O -0.51
4. H 0.42


HOMO list, top to bottom, in eV: -9.4, -10.9, -8.6
HOMO-LUMO gap list, top to bottom, in eV: 9.38, 8.71, 8.53